Record 1
{"formula": "C7H6ClI3NO", "method": "ωB97M-V with the def2-TZVPD basis set", "species": ["C", "C", "C", "C", "C", "C", "C", "N", "O", "Cl", "I", "I", "I", "H", "H", "H", "H", "H", "H"], "coordinates": [[1.69, 0.70, 0.40], [0.85, 1.73, 0.33], [1.27, -0.63, 0.21], [0.00, -1.06, -0.01], [2.37, -1.71, 0.28], [-1.25, -0.24, 0.05], [-0.62, 1.59, 0.51], [-2.01, -0.17, -1.20], [2.43, -2.70, -0.39], [3.51, -1.35, 1.53], [-0.53, -3.03, -0.77], [-1.14, 1.64, 2.73], [-1.87, 3.06, -0.50], [2.78, 0.77, 0.36], [1.21, 2.70, 0.35], [-1.94, -0.42, 0.90], [-1.84, -1.17, -1.69], [-1.88, 0.37, -1.96], [-3.06, -0.10, -1.11]], "nbo_charge": [-0.18, -0.28, -0.17, -0.10, 0.51, -0.11, -0.32, -0.74, -0.46, 0.03, 0.25, 0.21, 0.24, 0.26, 0.25, 0.28, 0.45, 0.44, 0.46], "largest_force_ev_per_a": 7.06, "homo_lumo_gap_ev": 7.89, "lumo_ha": -0.178, "total_charge": 1}


Record 2
{"formula": "C4H12NO2", "method": "ωB97M-V with the def2-TZVPD basis set", "species": ["O", "C", "C", "N", "C", "C", "H", "H", "H", "H", "H", "H", "H", "H", "H", "H", "H", "H", "O"], "coordinates": [[-0.78, 0.53, -2.46], [-0.67, 1.55, -1.84], [-0.02, 1.54, -0.46], [0.39, 0.18, -0.05], [-0.67, -0.54, 0.76], [-0.45, -0.26, 2.25], [-1.15, 2.52, -2.06], [0.86, 2.20, -0.56], [-0.62, 2.07, 0.28], [1.16, 0.36, 0.56], [0.48, -0.51, -0.82], [-0.65, -1.61, 0.57], [-1.70, -0.25, 0.55], [-0.38, 0.81, 2.43], [0.37, -0.82, 2.71], [-1.32, -0.65, 2.78], [1.12, -2.81, -1.82], [2.49, -2.26, -1.42], [1.53, -2.05, -1.41]], "nbo_charge": [-0.48, 0.43, -0.35, -0.54, -0.23, -0.65, 0.16, 0.25, 0.25, 0.44, 0.51, 0.24, 0.23, 0.22, 0.24, 0.25, 0.50, 0.50, -0.98], "largest_force_ev_per_a": 2.40, "homo_lumo_gap_ev": 11.60, "lumo_ha": -0.112, "total_charge": 1}


Record 3
{"formula": "C7H15N", "method": "ωB97M-V with the def2-TZVPD basis set", "species": ["C", "N", "C", "C", "C", "C", "C", "C", "H", "H", "H", "H", "H", "H", "H", "H", "H", "H", "H", "H", "H", "H", "H"], "coordinates": [[1.67, -0.07, 1.05], [1.14, 1.12, 0.36], [-3.34, -0.35, 0.63], [-2.65, 0.62, -0.40], [-1.25, 0.18, -0.73], [-0.30, 1.23, 0.18], [1.99, -1.37, 0.09], [2.63, -0.86, -1.16], [1.09, -0.50, 1.84], [2.64, 0.28, 1.48], [1.10, -1.94, -0.08], [-3.70, -1.37, 0.46], [-2.33, -0.25, 0.98], [-3.19, 0.86, -1.29], [-0.89, 0.25, -1.78], [-0.79, -0.77, -0.37], [-0.71, 1.31, 1.20], [-0.49, 2.15, -0.41], [-4.13, -0.05, 1.38], [2.74, -2.05, 0.60], [3.66, -0.84, -1.07], [2.23, -1.43, -2.02], [2.22, 0.18, -1.39]], "nbo_charge": [-0.28, -0.34, -0.70, -0.10, -0.47, -0.25, -0.38, -0.64, 0.17, 0.21, 0.19, 0.24, 0.23, 0.19, 0.24, 0.23, 0.19, 0.20, 0.22, 0.21, 0.21, 0.20, 0.23], "largest_force_ev_per_a": 5.55, "homo_lumo_gap_ev": 5.02, "lumo_ha": -0.079}


Record 4
{"formula": "C36H17F4N9RhSSe", "method": "ωB97M-V with the def2-TZVPD basis set", "species": ["Rh", "C", "C", "C", "C", "N", "C", "C", "C", "C", "C", "C", "C", "H", "H", "H", "H", "H", "H", "H", "H", "N", "C", "C", "C", "C", "C", "C", "S", "N", "C", "C", "C", "C", "C", "C", "N", "H", "H", "H", "H", "H", "H", "H", "H", "H", "Se", "C", "N", "F", "C", "C", "F", "C", "C", "C", "F", "C", "C", "C", "N", "C", "N", "F", "C", "C", "N", "C", "N"], "coordinates": [[0.71, 0.81, 0.02], [0.37, 3.19, 3.58], [0.81, 2.30, 4.56], [1.19, 1.02, 4.20], [1.15, 0.65, 2.86], [0.73, 1.52, 1.93], [0.34, 2.76, 2.28], [1.49, -0.67, 2.31], [1.93, -1.75, 3.07], [2.18, -2.96, 2.45], [1.98, -3.10, 1.09], [1.54, -2.03, 0.32], [1.31, -0.82, 0.94], [0.06, 4.19, 3.83], [0.84, 2.60, 5.60], [1.52, 0.31, 4.95], [0.01, 3.40, 1.47], [2.07, -1.65, 4.14], [2.52, -3.81, 3.04], [2.16, -4.06, 0.61], [1.36, -2.17, -0.74], [4.42, 0.77, -1.80], [5.40, 0.58, -0.78], [6.56, -0.15, -1.02], [7.46, -0.34, 0.01], [7.20, 0.14, 1.28], [6.03, 0.84, 1.53], [5.15, 1.09, 0.49], [3.70, 2.07, 0.68], [2.64, 1.22, -0.37], [3.11, 0.75, -1.49], [2.11, 0.15, -2.41], [2.40, -0.33, -3.67], [1.36, -0.87, -4.43], [0.09, -0.91, -3.91], [-0.12, -0.41, -2.63], [0.86, 0.10, -1.90], [4.68, 0.42, -2.70], [6.75, -0.55, -2.01], [8.37, -0.89, -0.18], [7.91, -0.02, 2.08], [5.81, 1.22, 2.52], [3.40, -0.31, -4.07], [1.56, -1.25, -5.42], [-0.76, -1.34, -4.43], [-1.10, -0.45, -2.18], [-1.93, -3.23, -0.34], [-2.27, -2.75, -2.06], [-2.48, -2.44, -3.16], [-1.65, -0.72, 3.02], [-2.88, -1.21, 3.24], [-3.20, -1.60, 4.49], [-2.28, -1.46, 5.44], [-4.49, -2.15, 4.82], [-5.38, -2.27, 3.70], [-5.05, -1.88, 2.44], [-5.93, -2.05, 1.47], [-3.78, -1.30, 2.13], [-3.41, -0.94, 0.84], [-2.16, -0.30, 0.58], [-1.22, 0.30, 0.33], [-4.30, -0.87, -0.28], [-4.99, -0.70, -1.18], [-6.58, -2.79, 3.89], [-4.84, -2.52, 6.10], [-3.95, -2.41, 7.21], [-3.23, -2.32, 8.11], [-6.12, -3.05, 6.45], [-7.13, -3.47, 6.81]], "nbo_charge": [0.84, -0.25, -0.12, -0.22, 0.22, -0.43, 0.07, -0.11, -0.17, -0.21, -0.15, -0.28, 0.08, 0.25, 0.24, 0.24, 0.22, 0.22, 0.23, 0.23, 0.23, -0.57, 0.21, -0.24, -0.17, -0.20, -0.17, -0.27, 0.50, -0.62, 0.47, 0.12, -0.20, -0.13, -0.19, 0.10, -0.43, 0.41, 0.22, 0.24, 0.24, 0.23, 0.23, 0.25, 0.29, 0.25, -0.21, 0.01, -0.47, -0.30, 0.32, 0.39, -0.28, -0.08, 0.39, 0.35, -0.26, -0.10, -0.21, 0.53, -0.43, 0.24, -0.20, -0.27, -0.20, 0.25, -0.23, 0.24, -0.21], "largest_force_ev_per_a": 0.87, "homo_lumo_gap_ev": [4.52, 4.52], "lumo_ha": [-0.190, -0.190], "total_charge": 1}


Record 5
{"formula": "C45H36Br4NO5P3V", "method": "ωB97M-V with the def2-TZVPD basis set", "species": ["V", "Br", "C", "C", "Br", "C", "Br", "C", "O", "C", "O", "C", "Br", "N", "P", "C", "C", "C", "C", "C", "C", "C", "C", "C", "C", "C", "C", "P", "C", "C", "C", "C", "C", "C", "C", "C", "C", "C", "C", "C", "H", "H", "H", "H", "H", "H", "H", "H", "H", "H", "H", "H", "H", "H", "H", "H", "H", "H", "H", "H", "H", "O", "C", "O", "C", "P", "C", "C", "C", "C", "C", "C", "C", "C", "C", "C", "C", "C", "H", "H", "H", "H", "H", "H", "H", "H", "H", "H", "H", "H", "C", "O", "H", "H", "H"], "coordinates": [[0.25, -0.01, -0.90], [-0.50, -6.86, -2.06], [0.16, -5.20, -1.45], [1.28, -5.13, -0.64], [2.19, -6.70, -0.12], [1.75, -3.88, -0.20], [3.32, -3.69, 0.83], [1.09, -2.70, -0.54], [1.48, -1.51, -0.20], [-0.07, -2.78, -1.36], [-0.61, -1.63, -1.71], [-0.51, -4.01, -1.81], [-2.00, -4.01, -2.97], [-1.41, 0.81, 2.42], [-1.31, -0.49, 1.30], [-1.06, -1.88, 2.46], [-2.11, -2.46, 3.18], [-1.86, -3.49, 4.07], [-0.57, -3.97, 4.24], [0.48, -3.40, 3.53], [0.24, -2.36, 2.65], [-3.04, -0.76, 0.78], [-3.33, -1.85, -0.03], [-4.61, -2.05, -0.50], [-5.62, -1.15, -0.18], [-5.34, -0.05, 0.62], [-4.05, 0.15, 1.09], [-0.68, 2.33, 2.06], [-1.71, 3.34, 3.22], [-1.46, 3.46, 4.58], [-2.31, 4.20, 5.39], [-3.43, 4.83, 4.84], [-3.68, 4.72, 3.48], [-2.82, 3.98, 2.68], [0.88, 2.27, 3.01], [1.31, 1.15, 3.71], [2.55, 1.14, 4.33], [3.38, 2.24, 4.25], [2.97, 3.37, 3.54], [1.73, 3.37, 2.92], [-1.60, 0.57, 3.38], [-3.12, -2.11, 3.02], [-2.68, -3.94, 4.62], [-0.38, -4.79, 4.92], [1.49, -3.78, 3.65], [1.05, -1.92, 2.08], [-2.54, -2.55, -0.30], [-4.82, -2.90, -1.13], [-6.63, -1.30, -0.55], [-6.12, 0.66, 0.87], [-3.82, 1.01, 1.71], [-0.59, 2.99, 5.02], [-2.11, 4.29, 6.45], [-4.09, 5.40, 5.48], [-4.54, 5.21, 3.05], [-3.01, 3.90, 1.61], [0.67, 0.27, 3.77], [2.87, 0.25, 4.87], [4.35, 2.23, 4.73], [3.62, 4.22, 3.45], [1.44, 4.23, 2.32], [2.52, 3.25, -0.56], [2.31, 2.07, -0.74], [1.48, 1.32, -0.07], [3.11, 1.29, -1.81], [1.90, 0.29, -2.74], [1.36, 1.26, -4.18], [2.17, 2.17, -4.86], [1.70, 2.83, -5.97], [0.41, 2.59, -6.43], [-0.40, 1.69, -5.77], [0.07, 1.03, -4.64], [2.81, -1.10, -3.47], [2.08, -2.22, -3.85], [2.73, -3.33, -4.38], [4.11, -3.31, -4.54], [4.84, -2.19, -4.17], [4.19, -1.08, -3.63], [3.72, 0.56, -1.27], [3.74, 1.95, -2.39], [3.18, 2.35, -4.51], [2.34, 3.54, -6.49], [0.04, 3.12, -7.30], [-1.41, 1.50, -6.12], [-0.57, 0.33, -4.10], [1.01, -2.24, -3.72], [2.16, -4.20, -4.65], [4.62, -4.18, -4.94], [5.92, -2.17, -4.29], [4.77, -0.22, -3.33], [-1.48, 2.39, -1.75], [-1.11, 1.15, -1.24], [-2.53, 2.60, -1.50], [-1.37, 2.43, -2.84], [-0.86, 3.19, -1.31]], "mulliken_spin": [1.92, 0.00, 0.00, 0.00, 0.00, 0.01, 0.00, 0.00, -0.01, -0.01, -0.01, 0.01, 0.00, -0.01, 0.05, -0.01, 0.00, 0.00, 0.00, 0.00, 0.00, -0.01, 0.00, 0.00, 0.00, 0.00, 0.00, 0.01, 0.00, 0.00, 0.00, 0.00, 0.00, 0.00, 0.00, 0.00, 0.00, 0.00, 0.00, 0.00, 0.00, 0.00, 0.00, 0.00, 0.00, 0.01, 0.00, 0.00, 0.00, 0.00, 0.00, 0.00, 0.00, 0.00, 0.00, 0.00, 0.00, 0.00, 0.00, 0.00, 0.00, 0.00, 0.01, 0.01, 0.00, 0.03, -0.01, 0.00, 0.00, 0.00, 0.00, 0.01, 0.01, -0.01, 0.00, 0.00, 0.00, 0.00, 0.00, 0.00, 0.00, 0.00, 0.00, 0.00, 0.00, 0.00, 0.00, 0.00, 0.00, 0.00, 0.01, 0.01, 0.00, 0.00, -0.01], "largest_force_ev_per_a": 0.79, "homo_lumo_gap_ev": [6.77, 6.99], "lumo_ha": [0.086, 0.086], "total_charge": -1, "spin_multiplicity": 3}